No. 1
51
Properties=species:S:1:pos:R:3:nbo_charge:R:1 method="wB97M-V/def2-TZVPD" e_lumo_ev="2.8 / 2.8" max_force_ev_per_a=0.755 total_charge=-1 de_lowest_kcal_mol=3.1 orbital_gap_ha="0.261 / 0.263" spin_multiplicity=4
Co -0.34816 -1.10428 -0.61252 1.32
O 3.81365 -1.99361 -1.99719 -0.70
C 4.21255 -2.60700 -0.86695 0.42
C 5.56022 -2.96140 -0.77575 -0.31
C 6.04430 -3.57452 0.36195 -0.19
C 5.19820 -3.84656 1.43439 -0.28
C 3.86169 -3.50254 1.33664 -0.14
C 3.34379 -2.89231 0.19465 -0.22
C 1.88847 -2.55473 0.12221 0.57
O 1.51139 -1.81640 -0.89220 -0.86
N 1.10631 -3.03578 1.04020 -0.43
N -0.19009 -2.56671 0.77550 -0.41
C -1.16647 -3.19205 1.28903 0.14
C -2.56134 -2.88533 0.96677 -0.23
C -3.52905 -3.45959 1.80163 -0.15
C -4.87999 -3.30690 1.58627 -0.30
C -5.28736 -2.56504 0.47124 -0.20
C -4.36333 -2.00518 -0.38013 -0.25
C -2.97207 -2.13121 -0.16705 0.38
O -2.15972 -1.57701 -1.03437 -0.84
H 2.87599 -1.72744 -1.84386 0.52
H 6.20517 -2.73179 -1.61402 0.21
H 7.09440 -3.83713 0.41812 0.20
H 5.57822 -4.31611 2.33218 0.20
H 3.17360 -3.70269 2.14718 0.23
H -0.95461 -4.01631 1.97317 0.17
H -3.18346 -4.04384 2.64899 0.20
H -5.60265 -3.75247 2.25651 0.20
H -6.34442 -2.42974 0.27014 0.20
H -4.67160 -1.43393 -1.24707 0.21
C -1.02651 6.77859 -1.64255 -0.62
C -0.82748 5.38834 -1.09303 -0.02
C -1.90969 4.58976 -0.75092 -0.26
C -1.74563 3.30899 -0.22635 0.07
C -2.97197 2.49535 0.09885 -0.66
C -0.44861 2.80313 -0.02902 -0.27
Te -0.20010 0.93155 0.95097 -0.34
C 0.65782 3.58631 -0.40222 -0.02
C 2.08782 3.11509 -0.29201 -0.64
C 0.44356 4.86576 -0.91591 -0.23
H -2.08700 7.01848 -1.72969 0.21
H -0.58015 6.88641 -2.63382 0.21
H -0.56706 7.53256 -0.99894 0.21
H -2.91730 4.96955 -0.89639 0.19
H -3.87774 3.05990 -0.13121 0.19
H -2.99083 2.20369 1.14971 0.23
H -2.98594 1.55993 -0.46518 0.23
H 2.15084 2.04931 -0.09379 0.25
H 2.60809 3.63044 0.52039 0.21
H 2.62530 3.33432 -1.21739 0.21
H 1.30897 5.46216 -1.19718 0.19

No. 2
9
Properties=species:S:1:pos:R:3:nbo_charge:R:1 method="wB97M-V/def2-TZVPD" e_lumo_ev=0.7 max_force_ev_per_a=0.981 de_lowest_kcal_mol=93.4 orbital_gap_ha=0.405
N -0.45386 -0.10332 -1.92346 -0.31
C 0.64684 0.29526 -1.69595 0.12
C 0.26764 -0.50482 -0.25394 -0.03
C 0.26244 0.42221 0.90168 -0.24
N -0.89300 -0.39965 0.59611 -0.56
H 0.77880 -1.45899 -0.26692 0.23
H 0.80967 0.15021 1.80149 0.21
H 0.24327 1.48421 0.66580 0.21
H -1.64684 0.11883 0.15811 0.38

No. 3
21
Properties=species:S:1:pos:R:3:nbo_charge:R:1 method="wB97M-V/def2-TZVPD" e_lumo_ev="-5.6 / -9.4" max_force_ev_per_a=8.421 total_charge=+1 de_lowest_kcal_mol=103.2 orbital_gap_ha="0.311 / 0.171" spin_multiplicity=2
C 1.11274 0.39706 1.55759 -0.08
O 0.13182 -0.74213 1.59786 -0.67
C 0.63636 1.52471 0.61896 -0.46
C 0.96402 1.33361 -0.85904 -0.43
C 0.31587 0.09173 -1.34655 -0.32
C -2.09116 0.05278 -1.49591 0.01
N -0.86179 0.29856 -2.07489 -0.05
H 1.26198 0.67129 2.57874 0.23
H 2.04181 -0.06547 1.20278 0.20
H -0.71791 -0.33084 1.19530 0.45
H -0.34539 1.75306 0.76653 0.21
H 1.03227 2.53852 0.95134 0.27
H 0.63414 2.13572 -1.60663 0.25
H 2.06565 1.33134 -1.02446 0.25
H 1.13293 -0.37967 -2.14113 0.33
H 0.25615 -0.59604 -0.50378 0.32
H -2.95562 0.22449 -2.19952 0.25
H -2.39442 -0.25505 -0.50714 0.24
H -0.87005 -2.80925 1.74068 0.48
H -0.82548 -3.64640 0.30697 0.48
O -0.52395 -3.52801 1.24232 -0.95

No. 4
45
Properties=species:S:1:pos:R:3:nbo_charge:R:1 method="wB97M-V/def2-TZVPD" e_lumo_ev=-3.5 max_force_ev_per_a=2.062 total_charge=+1 orbital_gap_ha=0.337
N 1.99542 -4.69373 1.03956 -0.78
C 1.10251 -4.05602 0.27295 0.70
N -0.11316 -4.53637 -0.06051 -0.56
C -1.26176 -3.67066 0.45341 -0.20
C -0.75247 -2.43287 1.14539 -0.49
C 0.38544 -1.74719 0.38298 -0.22
N 1.32990 -2.79807 -0.22430 -0.37
Cl 2.99385 -2.32776 -0.07650 0.16
H 2.55501 -4.18583 1.69793 0.44
H 2.13818 -5.68454 0.97862 0.43
H -0.19488 -5.48613 0.27616 0.40
H -1.90455 -3.40661 -0.37492 0.24
H -1.82198 -4.29999 1.12922 0.23
H -0.48424 -2.61963 2.18122 0.22
H -1.59139 -1.75418 1.17321 0.31
H 0.00679 -1.10637 -0.40243 0.24
H 0.96941 -1.11343 1.03495 0.24
O -3.18452 -0.96257 0.00014 -0.63
C -3.11975 0.24540 0.02056 0.82
O -2.89379 0.81735 1.20204 -0.50
C -2.76364 2.24378 1.37619 -0.08
C -4.11015 2.92895 1.46771 -0.64
C -3.36326 1.08070 -1.20928 -0.74
H -2.12623 2.65685 0.60661 0.20
H -2.22696 2.34487 2.31626 0.20
H -4.69005 2.81350 0.55214 0.21
H -3.97124 3.99380 1.65065 0.23
H -4.69740 2.50782 2.28350 0.22
H -4.43679 1.11489 -1.38974 0.25
H -2.88811 0.58733 -2.05296 0.25
H -2.97929 2.09406 -1.14165 0.23
O 0.38697 2.14217 -0.30769 -0.60
C 1.45856 2.28643 -0.83045 0.81
O 2.23046 1.19993 -0.93971 -0.51
C 3.47827 1.18744 -1.63651 -0.07
C 4.62831 1.71769 -0.80924 -0.64
C 1.95733 3.62538 -1.30860 -0.75
H 3.38556 1.69766 -2.59566 0.18
H 3.62630 0.13229 -1.85553 0.20
H 4.49098 2.76652 -0.54841 0.21
H 5.56234 1.62282 -1.36121 0.23
H 4.71167 1.15751 0.12217 0.22
H 2.29266 4.19347 -0.44194 0.25
H 1.12356 4.15162 -1.76496 0.25
H 2.76613 3.57174 -2.03139 0.22

No. 5
49
Properties=species:S:1:pos:R:3:nbo_charge:R:1 method="wB97M-V/def2-TZVPD" e_lumo_ev="-10.3 / -14.3" max_force_ev_per_a=6.081 total_charge=+3 orbital_gap_ha="0.231 / 0.078" spin_multiplicity=3
Au -0.57059 0.64388 -1.45503 0.72
O -0.23693 3.52753 -2.74083 -0.30
C -0.34825 2.42587 -2.41297 0.44
C -0.33376 -1.35275 -1.90351 0.42
O -0.69408 -2.35705 -2.35066 -0.31
C 2.93914 0.07458 -3.16060 0.53
O 3.43402 0.04962 -2.12758 -0.52
C -2.62053 0.17650 -2.77806 0.44
O -3.57492 -0.44585 -2.91117 -0.36
C 0.12402 0.50782 -6.28597 -0.39
H -0.77853 1.11932 -6.31718 0.19
H 1.02601 1.11887 -6.27211 0.21
C 0.11220 -0.82945 -6.18400 -0.38
H 1.00455 -1.45243 -6.11306 0.21
H -0.80206 -1.42318 -6.13587 0.20
C -0.71487 4.17395 3.02401 -0.20
C 0.09812 4.14340 1.89033 -0.05
C 0.29593 2.94665 1.19956 -0.02
C -0.24558 1.75458 1.70214 -0.31
C -1.16411 1.80519 2.75599 -0.07
C -1.39862 3.01984 3.41400 0.04
As 0.02840 0.01792 0.83132 1.10
C 1.78177 -0.73282 1.30947 -0.38
C 2.32997 -1.80176 0.58458 -0.13
C 3.66749 -2.19125 0.78004 -0.20
C 4.48403 -1.43397 1.63642 -0.11
C 3.95472 -0.32099 2.31943 -0.17
C 2.59350 -0.00004 2.19603 -0.20
C -1.41199 -1.16614 1.40338 -0.39
C -1.20456 -2.51420 1.73998 -0.13
C -2.28630 -3.41199 1.73345 -0.18
C -3.57067 -2.95794 1.39017 -0.10
C -3.78037 -1.61144 1.04014 -0.19
C -2.69744 -0.71773 1.05194 -0.23
H -0.83846 5.10147 3.57768 0.29
H 0.60636 5.04332 1.55173 0.28
H 0.84346 2.92868 0.26194 0.24
H -1.69751 0.89962 3.04910 0.27
H -2.10110 3.05309 4.24543 0.28
H 1.72272 -2.29786 -0.17192 0.21
H 4.07204 -3.07495 0.25997 0.27
H 5.53154 -1.71802 1.78344 0.27
H 4.59745 0.30310 2.95481 0.26
H 2.16454 0.84272 2.75229 0.22
H -0.19232 -2.84890 1.97155 0.24
H -2.12088 -4.46123 2.00623 0.27
H -4.42587 -3.63928 1.42924 0.27
H -4.78136 -1.23142 0.77570 0.26
H -2.82035 0.31511 0.69902 0.21

No. 6
12
Properties=species:S:1:pos:R:3:nbo_charge:R:1 method="wB97M-V/def2-TZVPD" e_lumo_ev=4.3 max_force_ev_per_a=4.059 total_charge=-1 de_lowest_kcal_mol=38.9 orbital_gap_ha=0.311 smiles="CN(N)S(=O)(=O)[O-]"
C 1.15349 -0.66475 -0.68180 -0.47
N 0.49167 0.62593 -0.51087 -0.41
N -0.71666 0.67081 -1.16907 -0.69
S -0.37796 0.21488 1.35517 2.29
O 0.56179 0.33893 2.48391 -0.98
O -0.86864 -1.16035 1.08767 -1.02
O -1.48254 1.19103 1.29283 -1.02
H 1.87811 -0.73458 0.10949 0.21
H 0.27159 -1.47107 -0.58973 0.22
H 1.65675 -0.59765 -1.76238 0.17
H -1.23921 1.61004 -0.88461 0.37
H -1.32838 -0.02322 -0.73062 0.35

No. 7
10
Properties=species:S:1:pos:R:3:nbo_charge:R:1 method="wB97M-V/def2-TZVPD" e_lumo_ev=6.8 max_force_ev_per_a=5.557 total_charge=-2 de_lowest_kcal_mol=13.2 orbital_gap_ha=0.238 smiles="N#CCOP(=O)([O-])[O-]"
N 2.26246 2.37235 -0.43655 -0.47
C 1.75453 1.40477 -0.06237 0.32
C 0.95103 0.19797 0.02377 -0.30
O -0.54389 0.66227 0.37842 -0.83
P -1.48776 -0.86118 0.08893 2.49
O -2.89747 -0.33700 0.32366 -1.23
O -0.97060 -1.78694 1.21792 -1.27
O -0.98168 -1.18610 -1.29229 -1.26
H 0.65326 -0.04531 -1.05183 0.32
H 1.26013 -0.42084 0.81035 0.23

No. 8
14
Properties=species:S:1:pos:R:3:nbo_charge:R:1 method="wB97M-V/def2-TZVPD" e_lumo_ev=0.9 max_force_ev_per_a=2.883 de_lowest_kcal_mol=39.5 orbital_gap_ha=0.341 smiles="C=C[C@@]1(C)CS1"
C -0.95320 1.82236 0.15872 -0.39
C -0.48592 0.71687 0.70099 -0.20
C 0.54057 -0.18039 0.09710 -0.14
C 0.44193 -1.64387 0.53875 -0.60
C 1.19949 0.26541 -1.10418 -0.49
S 2.18379 0.66505 0.37122 0.06
H -1.75889 2.45618 0.66819 0.21
H -0.80279 2.11331 -0.92182 0.19
H -0.98590 0.26435 1.51795 0.21
H -0.19097 -2.19744 -0.31916 0.21
H -0.19261 -1.68669 1.50796 0.22
H 1.42856 -2.07605 0.65085 0.24
H 1.85998 -0.45782 -1.66726 0.24
H 0.79262 1.07232 -1.71986 0.23

Repeat the second record exactly.
9
Properties=species:S:1:pos:R:3:nbo_charge:R:1 method="wB97M-V/def2-TZVPD" e_lumo_ev=0.7 max_force_ev_per_a=0.981 de_lowest_kcal_mol=93.4 orbital_gap_ha=0.405
N -0.45386 -0.10332 -1.92346 -0.31
C 0.64684 0.29526 -1.69595 0.12
C 0.26764 -0.50482 -0.25394 -0.03
C 0.26244 0.42221 0.90168 -0.24
N -0.89300 -0.39965 0.59611 -0.56
H 0.77880 -1.45899 -0.26692 0.23
H 0.80967 0.15021 1.80149 0.21
H 0.24327 1.48421 0.66580 0.21
H -1.64684 0.11883 0.15811 0.38

Please write out number 5 again, unchanged.
49
Properties=species:S:1:pos:R:3:nbo_charge:R:1 method="wB97M-V/def2-TZVPD" e_lumo_ev="-10.3 / -14.3" max_force_ev_per_a=6.081 total_charge=+3 orbital_gap_ha="0.231 / 0.078" spin_multiplicity=3
Au -0.57059 0.64388 -1.45503 0.72
O -0.23693 3.52753 -2.74083 -0.30
C -0.34825 2.42587 -2.41297 0.44
C -0.33376 -1.35275 -1.90351 0.42
O -0.69408 -2.35705 -2.35066 -0.31
C 2.93914 0.07458 -3.16060 0.53
O 3.43402 0.04962 -2.12758 -0.52
C -2.62053 0.17650 -2.77806 0.44
O -3.57492 -0.44585 -2.91117 -0.36
C 0.12402 0.50782 -6.28597 -0.39
H -0.77853 1.11932 -6.31718 0.19
H 1.02601 1.11887 -6.27211 0.21
C 0.11220 -0.82945 -6.18400 -0.38
H 1.00455 -1.45243 -6.11306 0.21
H -0.80206 -1.42318 -6.13587 0.20
C -0.71487 4.17395 3.02401 -0.20
C 0.09812 4.14340 1.89033 -0.05
C 0.29593 2.94665 1.19956 -0.02
C -0.24558 1.75458 1.70214 -0.31
C -1.16411 1.80519 2.75599 -0.07
C -1.39862 3.01984 3.41400 0.04
As 0.02840 0.01792 0.83132 1.10
C 1.78177 -0.73282 1.30947 -0.38
C 2.32997 -1.80176 0.58458 -0.13
C 3.66749 -2.19125 0.78004 -0.20
C 4.48403 -1.43397 1.63642 -0.11
C 3.95472 -0.32099 2.31943 -0.17
C 2.59350 -0.00004 2.19603 -0.20
C -1.41199 -1.16614 1.40338 -0.39
C -1.20456 -2.51420 1.73998 -0.13
C -2.28630 -3.41199 1.73345 -0.18
C -3.57067 -2.95794 1.39017 -0.10
C -3.78037 -1.61144 1.04014 -0.19
C -2.69744 -0.71773 1.05194 -0.23
H -0.83846 5.10147 3.57768 0.29
H 0.60636 5.04332 1.55173 0.28
H 0.84346 2.92868 0.26194 0.24
H -1.69751 0.89962 3.04910 0.27
H -2.10110 3.05309 4.24543 0.28
H 1.72272 -2.29786 -0.17192 0.21
H 4.07204 -3.07495 0.25997 0.27
H 5.53154 -1.71802 1.78344 0.27
H 4.59745 0.30310 2.95481 0.26
H 2.16454 0.84272 2.75229 0.22
H -0.19232 -2.84890 1.97155 0.24
H -2.12088 -4.46123 2.00623 0.27
H -4.42587 -3.63928 1.42924 0.27
H -4.78136 -1.23142 0.77570 0.26
H -2.82035 0.31511 0.69902 0.21